1.
A structure of composition C17H18BN7O3SV in a non-equilibrium geometry, computed with ωB97M-V with the def2-TZVPD basis set.

Each line ends with the Mulliken charge.
Element x y z (Å)
H (-1.18, -2.34, 0.44)  0.42
N (0.71, -1.54, -0.10)  0.58
B (3.13, -1.18, -0.64)  0.18
N (1.91, -2.12, -0.46)  -0.40
C (1.75, -3.45, -0.59)  -0.10
V (0.68, 0.82, 0.21)  0.98
H (2.58, -4.06, -0.90)  0.46
C (0.43, -3.75, -0.25)  -1.24
H (-0.04, -4.71, -0.26)  0.40
C (-0.18, -2.53, 0.08)  -0.31
H (4.13, -1.81, -0.84)  -0.12
C (0.34, 2.32, 1.37)  -1.48
H (-0.73, 2.50, 1.55)  0.28
H (0.66, 2.96, 0.50)  0.20
H (0.94, 2.59, 2.24)  0.65
N (3.17, -0.38, 0.69)  -0.11
N (2.77, -0.24, -1.82)  -0.27
N (1.99, 0.30, 1.20)  0.17
N (1.54, 0.44, -1.76)  0.39
C (4.07, -0.47, 1.68)  -0.19
C (3.26, -0.12, -3.05)  -0.35
H (5.02, -0.95, 1.48)  0.45
H (4.15, -0.66, -3.33)  0.45
C (3.56, 0.09, 2.85)  -1.20
C (2.43, 0.73, -3.80)  -0.88
C (2.28, 0.53, 2.54)  -0.24
C (1.39, 1.11, -2.98)  -0.60
H (4.05, 0.16, 3.80)  0.41
H (2.58, 1.00, -4.83)  0.41
H (1.53, 0.99, 3.16)  0.59
H (0.55, 1.77, -3.10)  0.55
H (0.80, -0.27, -1.55)  0.31
O (-2.13, -0.92, -1.81)  -0.61
S (-2.08, 0.35, -1.12)  1.09
O (-1.64, 1.52, -1.84)  -0.65
N (-1.18, 0.26, 0.32)  0.38
C (-1.95, 0.22, 1.49)  0.03
O (-1.47, -0.07, 2.59)  -0.66
C (-3.35, 0.58, 1.15)  0.18
C (-4.38, 0.95, 2.02)  -0.64
C (-5.61, 1.33, 1.49)  -0.49
C (-5.83, 1.31, 0.10)  -0.51
C (-4.79, 0.97, -0.77)  -0.76
C (-3.56, 0.64, -0.22)  0.54
H (-4.17, 0.94, 3.09)  0.49
H (-6.42, 1.64, 2.15)  0.38
H (-6.81, 1.58, -0.30)  0.39
H (-4.91, 0.95, -1.85)  0.46

LUMO level (spin up / spin down) in eV: 0.04 / 0.03
Spin multiplicity: 4
<S²>: 3.783
Relative energy (zero: lowest compared OMol25 entry of this formula, charge and spin) in kJ/mol: 386.04

2.
A structure of composition C30H41Br12N6O8 in a non-equilibrium geometry, computed with ωB97M-V with the def2-TZVPD basis set.

Each line ends with the Mulliken charge.
Element x y z (Å)
C (0.11, -3.82, 2.71)  -0.96
C (0.66, -2.39, 2.71)  -0.59
N (-0.02, -1.44, 1.93)  0.17
C (0.42, -1.19, 0.62)  -0.33
C (-0.53, -0.43, 0.00)  -0.42
N (-1.66, -0.33, 0.78)  0.21
C (-1.37, -1.00, 1.94)  -0.19
C (-2.95, 0.09, 0.36)  -0.87
H (-0.74, -3.82, 3.40)  0.31
H (0.72, -4.71, 2.84)  0.33
H (-0.37, -3.89, 1.74)  0.31
H (1.69, -2.50, 2.39)  0.34
H (0.66, -2.04, 3.74)  0.41
H (1.42, -1.45, 0.29)  0.42
H (-0.40, -0.07, -1.01)  0.45
H (-2.04, -1.39, 2.70)  0.37
H (-3.02, 0.06, -0.73)  0.33
H (-2.96, 1.10, 0.76)  0.37
H (-3.81, -0.50, 0.67)  0.33
C (-1.71, 7.16, -4.17)  -0.32
Br (-2.10, 9.01, -3.57)  -0.02
Br (-0.90, 6.02, -2.82)  -0.01
Br (-0.54, 7.17, -5.71)  0.00
H (-2.68, 6.71, -4.41)  0.34
C (1.05, 0.36, 8.94)  -0.35
Br (1.20, 1.08, 10.79)  -0.01
Br (-0.91, 0.67, 8.48)  -0.04
Br (1.44, -1.56, 9.18)  -0.01
H (1.67, 0.81, 8.16)  0.40
C (-8.71, 5.46, -4.47)  -0.30
Br (-9.07, 7.39, -4.78)  -0.01
Br (-10.36, 4.41, -4.42)  -0.01
Br (-7.50, 5.14, -2.90)  -0.01
H (-8.19, 5.13, -5.37)  0.34
C (6.31, -7.57, 1.16)  -0.31
Br (5.02, -9.10, 0.68)  -0.04
Br (6.28, -6.19, -0.22)  0.01
Br (8.06, -8.33, 1.52)  0.00
H (6.09, -7.22, 2.17)  0.34
C (6.00, 2.25, -3.27)  -0.60
C (4.83, 1.60, -3.85)  -0.41
C (4.92, 0.54, -4.70)  0.57
C (6.17, 0.18, -5.17)  -0.46
C (7.36, 0.86, -4.77)  -0.67
C (7.27, 1.88, -3.82)  0.75
O (8.49, 2.46, -3.34)  -0.55
O (3.77, -0.20, -4.88)  -0.52
H (6.25, 3.10, -2.66)  0.39
H (3.82, 1.95, -3.72)  0.37
H (6.20, -0.78, -5.67)  0.25
H (8.39, 0.64, -5.04)  0.27
H (9.31, 2.36, -3.84)  0.31
H (3.88, -0.91, -5.53)  0.31
C (8.22, 3.12, 2.93)  -0.47
C (7.77, 1.98, 3.69)  -0.69
C (6.36, 1.99, 4.00)  0.57
C (5.52, 3.03, 3.58)  -0.45
C (5.98, 4.14, 2.99)  -0.56
C (7.33, 4.19, 2.67)  0.72
O (7.77, 5.33, 2.04)  -0.49
O (5.91, 0.79, 4.37)  -0.52
H (9.18, 3.40, 2.52)  0.25
H (8.53, 1.28, 4.01)  0.34
H (4.45, 2.92, 3.55)  0.34
H (5.29, 4.94, 2.77)  0.38
H (8.67, 5.07, 1.84)  0.26
H (6.53, 0.06, 4.38)  0.31
C (-6.65, -6.43, -1.21)  -0.43
C (-7.83, -7.19, -0.92)  -0.42
C (-7.92, -7.93, 0.20)  0.67
C (-6.82, -7.96, 1.12)  -0.45
C (-5.72, -7.11, 0.92)  -0.48
C (-5.65, -6.31, -0.30)  0.21
O (-4.59, -5.50, -0.36)  -0.51
O (-9.01, -8.68, 0.48)  -0.51
H (-6.76, -5.76, -2.05)  0.33
H (-8.67, -6.93, -1.56)  0.36
H (-6.74, -8.68, 1.93)  0.28
H (-4.91, -6.95, 1.61)  0.37
H (-3.99, -5.70, -1.09)  0.31
H (-8.78, -9.08, 1.32)  0.28
C (-2.36, 6.24, 3.57)  0.63
O (-2.53, 5.06, 3.54)  -0.65
N (-1.34, 6.91, 3.11)  -0.41
N (-3.17, 7.05, 4.14)  -0.46
H (-0.84, 6.39, 2.40)  0.21
H (-1.14, 7.90, 3.20)  0.20
H (-3.20, 7.97, 3.73)  0.23
H (-3.99, 6.47, 4.27)  0.25
C (-5.06, -0.60, -5.96)  0.66
O (-4.54, 0.43, -5.66)  -0.64
N (-5.88, -0.79, -6.93)  -0.38
N (-4.85, -1.73, -5.40)  -0.37
H (-6.04, 0.00, -7.55)  0.23
H (-6.07, -1.77, -7.08)  0.14
H (-5.41, -2.51, -5.73)  0.16
H (-3.97, -1.81, -4.91)  0.20

LUMO level in eV: -3.28
Spin multiplicity: 1
Net charge: +1

3.
The molecule C13H12OS in a non-equilibrium geometry, computed with ωB97M-V with the def2-TZVPD basis set.

Each line ends with the Mulliken charge.
Element x y z (Å)
C (4.24, -0.59, -0.33)  -0.49
C (3.94, 0.69, -0.04)  -0.60
C (3.12, -1.50, -0.63)  -0.54
C (2.61, 1.18, -0.26)  -0.50
C (1.84, -1.08, -0.69)  -0.37
C (1.60, 0.34, -0.65)  0.87
C (-1.51, 2.62, -0.20)  -1.15
C (-2.64, 1.91, -0.04)  -0.29
C (-0.18, 2.02, -0.12)  -0.37
C (-2.79, 0.50, -0.20)  0.08
C (0.32, 1.00, -0.84)  0.45
C (-2.01, -0.38, -0.86)  0.39
C (-2.58, -2.31, 0.40)  -0.76
O (-2.06, -1.72, -0.78)  -0.38
S (-0.80, 0.14, -2.01)  -0.17
H (5.26, -1.10, -0.21)  0.27
H (4.81, 1.25, 0.24)  0.37
H (3.22, -2.50, -0.79)  0.45
H (2.58, 2.25, -0.03)  0.28
H (0.90, -1.59, -0.83)  0.35
H (-1.40, 3.62, -0.09)  0.47
H (-3.44, 2.59, 0.09)  0.35
H (0.54, 2.57, 0.68)  0.15
H (-3.71, 0.24, 0.39)  0.26
H (-2.34, -1.63, 1.31)  0.34
H (-2.37, -3.41, 0.37)  0.26
H (-3.75, -2.14, 0.26)  0.27

LUMO level in eV: 0.48
Spin multiplicity: 1
SMILES string: COC1=CC=CC=C(c2ccccc2)S1
Relative energy (zero: lowest compared OMol25 entry of this formula, charge and spin) in kJ/mol: 166.91

4.
A structure of composition C9H14GaN, computed with ωB97M-V with the def2-TZVPD basis set.

Each line ends with the Mulliken charge.
Element x y z (Å)
Ga (-0.03, 0.32, -1.43)  0.66
C (-0.74, 1.99, -2.29)  -0.26
C (-0.33, 2.69, -1.09)  -0.72
C (-1.27, 2.45, -0.11)  -0.45
C (-2.32, 1.66, -0.65)  -0.48
C (-2.04, 1.39, -1.98)  -0.66
H (-0.38, 2.19, -3.29)  0.54
H (0.57, 3.28, -1.00)  0.48
H (-1.21, 2.79, 0.91)  0.43
H (-3.18, 1.29, -0.11)  0.41
H (-2.65, 0.85, -2.68)  0.49
C (2.03, -0.51, 1.04)  -1.55
C (0.86, -1.39, 0.58)  1.37
C (1.29, -2.86, 0.69)  -1.66
C (-0.34, -1.16, 1.50)  -1.52
N (0.54, -1.20, -0.84)  -0.32
H (2.26, -0.66, 2.10)  0.37
H (1.77, 0.55, 0.90)  0.32
H (2.92, -0.72, 0.44)  0.37
H (1.58, -3.11, 1.72)  0.37
H (2.15, -3.05, 0.04)  0.38
H (0.47, -3.51, 0.38)  0.38
H (-0.14, -1.49, 2.52)  0.40
H (-1.20, -1.71, 1.12)  0.38
H (-0.60, -0.10, 1.52)  0.26

LUMO level in eV: 0.19
Spin multiplicity: 1

5.
The molecule C6H15P in a non-equilibrium geometry, computed with ωB97M-V with the def2-TZVPD basis set.

Each line ends with the Mulliken charge.
Element x y z (Å)
C (1.98, 1.56, -0.55)  -1.27
C (1.09, -1.00, 1.23)  -1.40
C (-1.37, -1.13, -1.08)  -1.25
C (0.78, 0.57, -0.62)  -0.53
C (0.24, 0.10, 0.75)  0.26
C (-1.40, -0.55, 0.32)  -0.19
P (-2.38, 1.12, 0.12)  -0.09
H (2.03, 2.13, -1.53)  0.34
H (1.88, 2.28, 0.28)  0.31
H (2.88, 0.94, -0.41)  0.32
H (2.16, -0.74, 1.07)  0.38
H (0.99, -1.18, 2.33)  0.34
H (0.88, -1.98, 0.75)  0.26
H (-1.78, -0.43, -1.76)  0.44
H (-0.35, -1.41, -1.37)  0.23
H (-2.11, -1.92, -0.90)  0.36
H (-0.02, 0.95, -1.27)  0.42
H (1.12, -0.29, -1.31)  0.13
H (0.03, 0.98, 1.36)  0.42
H (-1.73, -1.20, 1.17)  0.49
H (-2.60, 1.40, 1.40)  0.01
H (-3.62, 0.58, -0.04)  0.03

LUMO level in eV: 1.12
Spin multiplicity: 1
SMILES string: CC[C@H](C)[C@H](C)P
Relative energy (zero: lowest compared OMol25 entry of this formula, charge and spin) in kJ/mol: 114.71

6.
A structure of composition C6H15NO14S3V in a non-equilibrium geometry, computed with ωB97M-V with the def2-TZVPD basis set.

Each line ends with the Mulliken charge.
Element x y z (Å)
V (0.83, 0.76, -0.49)  0.81
S (3.40, 1.11, 0.50)  1.19
O (3.89, 1.10, 1.84)  -0.82
O (2.59, -0.02, 0.25)  -0.49
O (2.47, 2.18, 0.26)  -0.65
O (4.45, 1.16, -0.45)  -0.74
S (-1.99, 0.99, -2.38)  1.40
O (-0.98, 1.01, -1.36)  -0.76
O (-1.91, -0.18, -3.19)  -0.48
O (-3.32, 1.26, -1.91)  -0.73
O (-1.59, 1.86, -3.41)  -0.41
S (1.65, 0.67, -3.01)  1.02
O (1.27, -0.42, -2.15)  -0.55
O (1.48, 1.80, -2.19)  -0.49
O (3.01, 0.57, -3.40)  -0.74
O (0.73, 0.74, -4.14)  -0.74
C (-0.94, -4.61, -0.43)  -0.92
O (-0.69, -3.52, 0.37)  -0.34
C (-1.32, -2.35, -0.06)  -0.65
C (-1.27, -1.27, 1.10)  -0.76
N (0.08, -0.76, 1.25)  0.12
C (0.38, 0.12, 2.49)  -1.03
C (-0.02, 1.58, 2.50)  -0.70
O (-0.20, 2.10, 1.14)  0.38
C (-0.86, 3.29, 1.05)  -1.02
H (-1.95, -5.03, -0.39)  0.32
H (-0.27, -5.44, -0.21)  0.29
H (-0.83, -4.45, -1.50)  0.35
H (-2.33, -2.68, -0.32)  0.50
H (-0.94, -1.92, -0.99)  0.30
H (-1.60, -1.73, 2.03)  0.39
H (-1.97, -0.49, 0.80)  0.29
H (0.74, -1.49, 1.08)  0.32
H (1.45, 0.03, 2.70)  0.34
H (-0.07, -0.30, 3.39)  0.45
H (0.62, 2.10, 3.22)  0.24
H (-1.04, 1.62, 2.87)  0.57
H (-1.71, 3.27, 1.74)  0.37
H (-1.15, 3.35, 0.00)  0.10
H (-0.11, 4.01, 1.39)  0.26

LUMO level (spin up / spin down) in eV: 6.51 / 6.50
Spin multiplicity: 5
Net charge: -3
<S²>: 6.013